1.
A structure of composition C18H35N8O9P2PdS, computed with ωB97M-V with the def2-TZVPD basis set.

The geometry in XYZ format:
```
74
C18H35N8O9P2PdS | the Open Molecules 2025 dataset | ωB97M-V with the def2-TZVPD basis set
Pd -1.479 0.477 -0.138
O -1.219 2.197 1.618
S -2.641 1.995 1.979
O -3.280 3.016 2.719
O -2.571 0.705 3.008
O -3.351 1.436 0.817
C -2.307 2.448 -3.336
C -2.668 1.028 -3.104
N -2.372 0.308 -2.035
C -2.925 -0.939 -2.205
C -3.557 -0.979 -3.407
N -3.375 0.262 -3.955
C -4.310 -2.009 -4.173
O -4.477 -3.173 -3.588
O -4.713 -1.731 -5.274
C -2.770 -1.963 -1.138
O -3.266 -3.076 -1.279
O -2.101 -1.575 -0.106
H -1.249 2.600 -3.120
H -2.891 3.098 -2.684
H -2.495 2.735 -4.369
H -3.739 0.513 -4.864
H -4.063 -3.197 -2.680
C 1.271 -1.949 3.994
N 0.311 -1.064 4.649
C -0.737 -1.835 5.345
N -1.468 -2.649 4.393
C -0.540 -3.505 3.669
N 0.528 -2.731 3.019
C 0.141 -2.015 1.884
P -1.446 -0.460 2.613
C -0.085 0.080 3.969
C -2.301 -1.818 3.526
H 1.712 -2.608 4.740
H 2.046 -1.367 3.502
H -1.414 -1.146 5.848
H -0.254 -2.475 6.083
H -1.076 -4.071 2.910
H -0.080 -4.196 4.375
H -0.477 -2.566 1.181
H 0.929 -1.418 1.431
H -0.686 0.752 4.579
H 0.724 0.581 3.445
H -2.784 -2.443 2.770
H -3.095 -1.360 4.119
C 2.493 1.125 -3.946
N 2.325 0.363 -2.719
C 2.411 -1.085 -2.881
P 1.912 0.968 -1.259
O 0.573 0.519 -0.766
N 3.076 0.416 -0.219
C 2.863 0.665 1.198
C 4.469 0.187 -0.576
N 1.955 2.607 -1.368
C 3.250 3.269 -1.487
C 0.881 3.476 -0.906
H 1.858 0.706 -4.729
H 3.529 1.087 -4.293
H 2.208 2.162 -3.793
H 1.656 -1.431 -3.589
H 2.240 -1.585 -1.929
H 3.395 -1.378 -3.255
H 1.822 0.938 1.376
H 3.499 1.479 1.561
H 3.105 -0.229 1.781
H 4.577 0.105 -1.653
H 4.823 -0.742 -0.125
H 5.108 1.003 -0.224
H 3.996 2.590 -1.895
H 3.605 3.633 -0.518
H 3.171 4.122 -2.164
H -0.048 2.921 -0.809
H 0.735 4.294 -1.615
H 1.111 3.906 0.073
```

⟨S²⟩   6.0173
Net charge   +1
Kohn-Sham gap (alpha / beta)   0.30925 / 0.21406 Eh
2S+1   5
LUMO (alpha / beta)   -0.0778 / -0.2236 Ha
HOMO (alpha / beta)   -0.3870 / -0.4377 Ha

=====

2.
The molecule C5H7Br at a distorted geometry, computed with ωB97M-V with the def2-TZVPD basis set.

The geometry in XYZ format:
```
13
C5H7Br | the Open Molecules 2025 dataset | ωB97M-V with the def2-TZVPD basis set
C -0.599 0.171 0.065
C -1.768 -0.409 -0.362
C -0.320 1.520 0.036
C 0.512 -0.707 0.603
C 1.563 -0.481 -0.388
Br 3.302 0.067 -0.049
H -1.947 -1.353 -0.029
H -2.577 0.051 -0.938
H -1.097 2.311 -0.321
H 0.545 1.829 0.456
H 0.928 -0.563 1.650
H 0.300 -1.836 0.736
H 1.157 -0.601 -1.459
```

Net charge   0
Kohn-Sham gap (alpha / beta)   0.30512 / 0.26465 Eh
LUMO (alpha / beta)   0.0121 / -0.0152 Ha
HOMO (alpha / beta)   -0.2931 / -0.2799 Ha

=====

Energy above the lowest of the compared OMol25 structures with the same formula, charge and spin (computed, eV): 0.0440; 3.2709